one) This record from the Open Molecules 2025 dataset describes a gas-phase ion, C7H8N (charge +1). The level of theory is ωB97M-V/def2-TZVPD.

HOMO energy (spin up / spin down), eV: -12.71 / -12.78
Net charge: +1
Frontier orbital gap (spin up / spin down), eV: 7.7 / 7.7
Structure (SMILES): C1=C(C2=C[C@@H]3C[N@H+]23)C1

CARTESIAN COORDINATES (ANGSTROEM)
1 N -0.142 1.164 0.188
2 C -1.066 -0.253 1.479
3 C 1.400 -2.295 -0.478
4 C -0.069 -0.312 0.339
5 C -1.449 1.550 -0.171
6 C -1.202 1.251 1.221
7 C 0.792 -1.162 -0.226
8 C 1.818 -1.092 -1.305
9 H 1.734 -1.113 -2.350
10 H -1.822 -0.894 1.939
11 H -1.306 1.918 2.006
12 H 2.664 -0.560 -0.949
13 H -1.492 2.556 -0.628
14 H 1.437 -3.318 -0.240
15 H 0.710 1.694 -0.025
16 H -2.006 0.865 -0.799



two) This record from the Open Molecules 2025 dataset describes a gas-phase ion, C7H8N (charge +1). The level of theory is ωB97M-V/def2-TZVPD.

HOMO energy, eV: -14.50
Net charge: +1
Frontier orbital gap, eV: 8.4

CARTESIAN COORDINATES (ANGSTROEM)
1 N -0.616 -0.553 -0.507
2 C 1.788 -0.347 -0.083
3 C 2.907 -1.051 0.121
4 C 0.544 -1.051 -0.171
5 C -1.448 0.620 -0.629
6 C -1.459 1.691 0.315
7 C -1.917 -0.795 -0.206
8 C -2.757 -1.497 0.442
9 H 0.479 -1.991 0.215
10 H -0.673 2.421 0.377
11 H -2.469 2.210 0.247
12 H -1.203 1.349 1.420
13 H 3.915 -0.505 0.219
14 H -1.665 0.845 -1.702
15 H 2.835 -2.085 0.179
16 H 1.739 0.739 -0.236



Which of them is the least stable? Correct choice: two).



one) This record from the Open Molecules 2025 dataset describes 2 unconnected molecules or ions with the total composition C7H16N2O3S. The level of theory is ωB97M-V/def2-TZVPD.

HOMO energy, eV: -9.18
Frontier orbital gap, eV: 8.2

CARTESIAN COORDINATES (ANGSTROEM)
1 S 3.596 0.822 -1.209
2 O 3.386 -0.174 -0.202
3 O -0.594 -2.116 0.939
4 O -2.022 0.907 0.976
5 N 0.420 0.928 -0.931
6 N 4.284 2.069 -0.686
7 C 0.319 -2.312 -1.325
8 C -0.249 -0.045 -0.446
9 C -1.089 1.920 1.297
10 C -0.256 -1.733 2.230
11 C 0.215 -1.488 0.000
12 C -2.237 1.179 -1.423
13 C -1.727 0.285 -0.360
14 H -3.335 1.331 -1.326
15 H 0.757 -3.243 -1.189
16 H -0.986 -2.209 2.877
17 H -0.112 -0.641 2.420
18 H -2.281 -0.717 -0.309
19 H -1.074 2.869 0.751
20 H 1.163 -1.228 0.486
21 H 0.826 -1.943 2.379
22 H 0.936 -1.792 -2.046
23 H -0.098 1.518 1.144
24 H -1.318 2.276 2.269
25 H -1.766 2.226 -1.238
26 H -1.877 0.952 -2.472
27 H 1.394 0.758 -1.210
28 H -0.674 -2.362 -1.739
29 H 4.399 1.961 0.346



two) This record from the Open Molecules 2025 dataset describes C7H16N2O3S in the gas phase. The level of theory is ωB97M-V/def2-TZVPD.

HOMO energy, eV: -7.51
Frontier orbital gap, eV: 6.9

CARTESIAN COORDINATES (ANGSTROEM)
1 S -1.195 3.333 -1.055
2 O -2.336 4.093 -1.485
3 O -0.079 4.138 -0.590
4 O -1.863 2.431 0.362
5 N -0.458 0.743 1.118
6 N -1.373 2.132 2.642
7 C 0.959 -1.998 1.156
8 C 0.444 0.358 0.290
9 C -0.894 2.137 1.263
10 C -0.571 -1.671 -0.744
11 C -0.618 2.086 -2.030
12 C 0.652 -1.087 -0.105
13 C 1.941 -1.158 -1.024
14 H -1.105 -2.128 0.007
15 H -0.212 -2.348 -1.540
16 H -1.035 -0.917 -1.503
17 H -0.939 0.227 1.900
18 H -0.748 2.612 3.272
19 H 0.296 2.297 -2.593
20 H 1.520 -0.481 -1.785
21 H 0.696 1.175 -0.397
22 H 1.951 -1.621 1.582
23 H -2.163 2.793 2.645
24 H 1.143 -3.063 0.823
25 H 2.003 -2.151 -1.394
26 H 0.133 -1.982 1.896
27 H 2.862 -0.785 -0.621
28 H 0.007 2.656 1.157
29 H -1.373 1.715 -2.682



Which of them is the least stable? Correct choice: two).



one) This record from the Open Molecules 2025 dataset describes 2 unconnected molecules or ions with the total composition C4H4Cl2. The level of theory is ωB97M-V/def2-TZVPD.

HOMO energy, eV: -9.09
Frontier orbital gap, eV: 9.8
Structure (SMILES): C=C(Cl)Cl.C#C

CARTESIAN COORDINATES (ANGSTROEM)
1 Cl -1.953 -1.261 1.338
2 Cl -1.796 1.554 1.723
3 C 1.595 -0.381 -0.621
4 C -1.747 0.239 0.690
5 C -1.109 0.168 -0.525
6 C 2.414 0.144 0.093
7 H 3.375 0.455 0.285
8 H 1.131 -1.248 -0.970
9 H -0.993 1.114 -1.004
10 H -0.918 -0.784 -1.010



two) This record from the Open Molecules 2025 dataset describes a molecular structure, C4H4Cl2. The level of theory is ωB97M-V/def2-TZVPD.

HOMO energy, eV: -8.69
Frontier orbital gap, eV: 7.5

CARTESIAN COORDINATES (ANGSTROEM)
1 Cl 2.298 0.824 0.392
2 Cl 0.527 -2.130 1.200
3 C -0.879 0.732 0.290
4 C 0.012 -0.056 -0.742
5 C 1.389 -0.079 -0.619
6 C 0.487 -1.809 -0.438
7 H -1.215 1.592 -0.259
8 H -1.750 0.110 0.696
9 H -0.616 -0.241 -1.583
10 H -0.253 1.058 1.063



Which of them is the least stable? Correct choice: two).



one) This record from the Open Molecules 2025 dataset describes a gas-phase ion, CHF3NO2S (charge -1). The level of theory is ωB97M-V/def2-TZVPD.

HOMO energy (spin up / spin down), eV: -5.26 / -5.26
Net charge: -1
Frontier orbital gap (spin up / spin down), eV: 9.2 / 9.2
Structure (SMILES): N=[S@](=O)([O-])C(F)(F)F

CARTESIAN COORDINATES (ANGSTROEM)
1 S 1.115 -0.630 0.594
2 F -0.500 -1.078 2.921
3 F -1.597 -1.772 1.267
4 F 0.215 -2.784 1.778
5 O 2.069 -0.462 1.693
6 O 1.377 -2.186 -0.722
7 N 0.548 0.694 0.052
8 C -0.341 -1.569 1.640
9 H 0.282 0.348 -0.846



two) This record from the Open Molecules 2025 dataset describes 2 unconnected molecules or ions with the total composition CHF3NO2S. The level of theory is ωB97M-V/def2-TZVPD.

HOMO energy, eV: -4.47
Net charge: -1
Frontier orbital gap, eV: 8.2

CARTESIAN COORDINATES (ANGSTROEM)
1 S 1.700 0.619 -2.457
2 F -1.778 0.169 0.552
3 F -0.935 -1.633 1.380
4 F -0.544 0.278 2.326
5 O 1.108 0.087 -1.178
6 O 2.134 -0.513 -3.382
7 N 1.672 2.083 -2.776
8 C -0.690 -0.368 1.191
9 H 0.081 -0.211 0.472



Which of them is the least stable? Correct choice: one).



one) This record from the Open Molecules 2025 dataset describes CH3N3O2S in the gas phase. The level of theory is ωB97M-V/def2-TZVPD.

HOMO energy, eV: -9.18
Frontier orbital gap, eV: 9.8

CARTESIAN COORDINATES (ANGSTROEM)
1 S 0.143 -1.532 1.083
2 O -0.712 -0.747 -0.307
3 O 1.311 -0.324 0.960
4 N -0.501 1.093 -1.749
5 N -0.382 -1.292 2.429
6 N 1.087 0.512 -0.140
7 C -0.037 0.262 -0.738
8 H -0.494 0.677 -2.671
9 H -0.617 -0.480 2.935
10 H 0.203 1.832 -1.803



two) This record from the Open Molecules 2025 dataset describes CH3N3O2S in the gas phase. The level of theory is ωB97M-V/def2-TZVPD.

HOMO energy, eV: -9.72
Frontier orbital gap, eV: 10.0
Structure (SMILES): [H]/N=C(/S)O/[N+]([O-])=N/[H]

CARTESIAN COORDINATES (ANGSTROEM)
1 S -2.705 -0.422 -0.428
2 O -0.129 -0.679 -0.769
3 O 1.505 -1.237 0.677
4 N 1.798 0.211 -1.038
5 N 1.318 -0.576 -0.273
6 N -0.762 0.891 0.903
7 C -1.059 0.072 -0.050
8 H 0.263 1.023 1.022
9 H 2.721 0.426 -0.712
10 H -2.950 0.292 0.668



Which of them is the least stable? Correct choice: two).



one) This record from the Open Molecules 2025 dataset describes 2 unconnected molecules or ions with the total composition C14H16O2. The level of theory is ωB97M-V/def2-TZVPD.

HOMO energy, eV: -8.12
Frontier orbital gap, eV: 8.8
Structure (SMILES): Cc1ccc(O)cc1.Cc1ccc(O)cc1

CARTESIAN COORDINATES (ANGSTROEM)
1 O 0.985 -2.049 4.780
2 O -0.282 2.690 -1.434
3 C 0.366 -1.000 -3.241
4 C -0.047 -0.356 1.762
5 C -0.857 1.994 1.520
6 C -0.229 -0.129 4.555
7 C 0.678 1.358 -3.282
8 C -0.889 0.820 3.681
9 C 0.861 -2.338 -3.642
10 C -0.108 1.483 -2.104
11 C -0.547 0.838 2.377
12 C -0.313 -0.892 -2.053
13 C 0.823 0.153 -3.965
14 C -0.651 0.402 -1.470
15 C 0.283 -1.218 3.966
16 C 0.417 -1.375 2.610
17 H 1.187 2.182 -3.680
18 H -1.491 1.537 4.262
19 H -1.085 2.882 2.014
20 H -0.282 0.167 5.535
21 H -1.873 1.817 0.848
22 H 0.713 -2.529 -4.769
23 H -0.299 2.332 0.678
24 H 0.321 -0.565 0.731
25 H 1.158 0.176 -4.993
26 H -1.043 3.169 -1.931
27 H 2.089 -2.222 -3.755
28 H 1.401 -2.772 4.122
29 H 0.225 -2.977 -3.083
30 H -0.865 -1.702 -1.525
31 H -1.464 0.505 -0.792
32 H 0.817 -2.380 2.280



two) This record from the Open Molecules 2025 dataset describes 2 unconnected molecules or ions with the total composition C14H16O2. The level of theory is ωB97M-V/def2-TZVPD.

HOMO energy, eV: -8.18
Frontier orbital gap, eV: 8.9
Structure (SMILES): Cc1ccc(O)cc1.Cc1ccc(O)cc1

CARTESIAN COORDINATES (ANGSTROEM)
1 O 1.534 -3.883 -1.086
2 O 0.126 0.535 0.756
3 C -2.153 0.984 1.136
4 C -3.926 2.446 4.032
5 C -2.792 1.985 3.163
6 C 1.729 -2.707 -1.800
7 C 3.001 -2.336 -2.035
8 C -1.608 1.896 3.801
9 C 0.729 -0.784 -2.644
10 C -0.843 1.097 1.536
11 C 2.034 -0.343 -3.047
12 C 0.541 -2.056 -2.066
13 C 3.161 -1.143 -2.730
14 C -3.226 1.508 1.909
15 C -0.583 1.583 2.871
16 C 2.201 0.949 -3.847
17 H -4.815 1.902 3.832
18 H -2.521 0.512 0.262
19 H 1.235 1.346 -4.313
20 H -1.524 2.035 4.868
21 H 0.401 1.674 3.122
22 H -4.172 1.578 1.587
23 H 4.092 -0.671 -3.188
24 H -0.391 -2.414 -1.784
25 H -4.098 3.512 3.789
26 H 0.775 1.298 0.721
27 H 3.835 -2.904 -1.710
28 H -3.700 2.261 5.146
29 H 2.891 0.785 -4.765
30 H -0.111 -0.203 -2.689
31 H 2.705 1.719 -3.239
32 H 2.526 -4.127 -0.671



Which of them is the least stable? Correct choice: one).